Arrangement w

Here is a cluster of 10 separate species, C28H76O10 in total from the Open Molecules 2025 dataset. Energies are from the ωB97M-V functional and the def2-TZVPD basis.

```
114
C28H76O10 | the Open Molecules 2025 dataset | the ωB97M-V functional and the def2-TZVPD basis
C -12.933 1.324 11.260
C -14.194 2.061 11.631
C -15.535 1.545 11.098
O -14.163 2.031 13.060
H -13.017 0.305 11.637
H -12.081 1.822 11.724
H -12.814 1.224 10.181
H -14.049 3.085 11.287
H -15.877 0.599 11.519
H -15.350 1.428 10.031
H -16.309 2.299 11.239
H -14.956 2.441 13.413
C -24.668 -2.634 11.790
C -23.661 -1.576 12.034
C -22.264 -2.010 11.858
O -23.937 -0.642 11.040
H -25.718 -2.349 11.854
H -24.661 -3.549 12.382
H -24.642 -2.920 10.738
H -23.853 -1.069 12.980
H -22.133 -2.529 10.908
H -21.927 -2.834 12.488
H -21.573 -1.168 11.835
H -23.995 -1.091 10.193
C -13.820 -2.837 9.522
C -13.828 -2.405 8.100
C -13.742 -0.927 7.819
O -12.799 -3.036 7.404
H -14.582 -2.309 10.096
H -12.863 -2.552 9.960
H -14.009 -3.890 9.728
H -14.784 -2.770 7.725
H -14.534 -0.472 8.415
H -13.917 -0.617 6.789
H -12.748 -0.574 8.092
H -12.015 -2.491 7.505
C -18.346 0.688 8.226
C -18.384 -0.103 6.895
C -16.955 -0.594 6.459
O -19.120 -1.292 7.121
H -17.955 0.191 9.114
H -19.363 1.025 8.423
H -17.768 1.604 8.101
H -18.844 0.482 6.098
H -16.531 -1.266 7.205
H -16.237 0.215 6.327
H -16.931 -1.234 5.577
H -18.785 -1.636 7.952
C -21.417 -6.597 6.283
C -19.986 -5.976 6.297
C -19.961 -4.489 6.675
O -19.140 -6.789 7.010
H -22.029 -5.970 5.635
H -21.811 -6.550 7.298
H -21.423 -7.602 5.859
H -19.733 -6.211 5.263
H -20.630 -3.842 6.107
H -18.962 -4.071 6.553
H -20.123 -4.381 7.747
H -19.281 -7.699 6.739
C -16.376 -3.116 15.423
C -16.253 -3.481 13.968
C -15.078 -2.689 13.367
O -16.188 -4.833 13.792
H -15.649 -3.680 16.007
H -17.371 -3.313 15.824
H -16.198 -2.056 15.605
H -17.198 -3.108 13.572
H -15.130 -1.602 13.428
H -14.878 -3.011 12.345
H -14.165 -2.886 13.928
H -15.611 -5.194 14.469
C -18.300 -1.557 11.125
C -17.980 -2.961 10.537
C -19.106 -3.959 10.695
O -17.636 -2.838 9.184
H -19.180 -1.191 10.595
H -17.402 -0.940 11.103
H -18.675 -1.564 12.148
H -17.113 -3.323 11.091
H -18.792 -4.993 10.555
H -19.970 -3.774 10.058
H -19.443 -3.843 11.725
H -17.363 -3.672 8.795
C -21.384 -7.087 10.698
C -22.464 -6.097 11.166
C -23.631 -6.081 10.161
O -23.046 -6.623 12.351
H -21.796 -8.091 10.603
H -20.527 -7.118 11.372
H -21.063 -6.733 9.718
H -22.004 -5.138 11.404
H -24.202 -7.009 10.174
H -23.239 -5.900 9.160
H -24.283 -5.228 10.349
H -22.361 -6.712 13.017
C -15.647 -7.580 8.812
C -16.645 -6.449 9.269
O -17.016 -5.608 8.225
H -14.755 -7.135 8.372
H -16.105 -8.132 7.991
H -15.445 -8.277 9.626
H -16.191 -5.791 10.010
H -17.497 -6.962 9.715
H -17.741 -6.063 7.790
C -18.112 -9.013 12.788
C -17.217 -7.779 13.120
O -18.009 -6.661 12.883
H -17.491 -9.879 13.015
H -18.538 -8.978 11.785
H -18.908 -9.133 13.524
H -16.368 -7.666 12.446
H -16.835 -7.788 14.141
H -17.449 -5.907 13.081
```

For the highest occupied orbital energy, the calculation gives -9.5 eV. The value obtained for the orbital gap is 10.02 eV. Its spin multiplicity is 1. Its SMILES is CC(C)O.CC(C)O.CC(C)O.CC(C)O.CC(C)O.CC(C)O.CC(C)O.CC(C)O.CCO.CCO. The charge is 0.


Arrangement x

Here is a cluster of 10 separate species, C28H76O10 in total from the Open Molecules 2025 dataset. Energies are from the ωB97M-V functional and the def2-TZVPD basis.

```
114
C28H76O10 | the Open Molecules 2025 dataset | the ωB97M-V functional and the def2-TZVPD basis
C -2.713 -0.172 4.756
C -3.366 -1.562 4.932
C -3.122 -2.441 3.677
O -2.824 -2.197 6.143
H -2.787 0.244 3.783
H -1.678 -0.189 5.033
H -3.134 0.559 5.523
H -4.441 -1.437 5.118
H -3.609 -2.002 2.806
H -3.557 -3.423 3.885
H -2.037 -2.551 3.488
H -3.350 -2.966 6.405
C 0.037 7.154 0.424
C -0.469 5.789 0.055
C 0.635 4.889 -0.420
O -1.138 5.179 1.219
H -0.845 7.637 0.804
H 0.402 7.765 -0.412
H 0.770 7.015 1.237
H -1.220 5.905 -0.728
H 0.229 3.906 -0.503
H 1.485 4.848 0.251
H 1.012 5.088 -1.428
H -0.496 5.039 1.920
C 2.868 -2.275 -2.713
C 3.729 -1.950 -3.851
C 5.091 -2.687 -3.795
O 2.997 -2.198 -5.015
H 3.312 -1.991 -1.760
H 2.663 -3.355 -2.642
H 1.971 -1.654 -2.818
H 3.925 -0.885 -3.827
H 5.565 -2.287 -2.913
H 5.640 -2.382 -4.717
H 5.020 -3.801 -3.755
H 2.434 -2.931 -4.735
C 2.867 0.214 0.625
C 4.156 0.477 -0.148
C 3.872 1.155 -1.480
O 4.984 1.380 0.659
H 3.074 -0.026 1.682
H 2.264 -0.625 0.167
H 2.260 1.073 0.477
H 4.649 -0.467 -0.315
H 3.008 0.701 -1.977
H 4.669 1.078 -2.217
H 3.698 2.203 -1.122
H 5.868 1.366 0.322
C -2.382 -3.773 -0.913
C -3.613 -3.004 -1.255
C -4.877 -3.496 -0.541
O -3.264 -1.579 -1.013
H -2.082 -3.776 0.119
H -1.589 -3.236 -1.437
H -2.379 -4.791 -1.340
H -3.851 -3.118 -2.345
H -5.139 -4.560 -0.764
H -5.697 -2.873 -0.853
H -4.743 -3.423 0.545
H -4.038 -1.043 -1.230
C 1.249 -4.153 1.448
C 1.552 -5.691 1.540
C 2.903 -6.041 2.288
O 0.489 -6.379 2.145
H 1.173 -3.669 2.432
H 0.275 -3.952 0.979
H 1.963 -3.684 0.797
H 1.598 -6.054 0.501
H 3.083 -7.091 2.097
H 2.850 -5.989 3.357
H 3.777 -5.676 1.798
H 0.488 -6.041 3.032
C -0.435 2.700 -5.337
C -0.591 1.375 -4.658
C 0.323 0.272 -5.131
O -0.407 1.604 -3.230
H -0.664 2.664 -6.406
H 0.594 3.120 -5.200
H -1.161 3.318 -4.842
H -1.661 1.112 -4.841
H 1.408 0.505 -5.060
H 0.097 0.052 -6.192
H 0.221 -0.628 -4.510
H -0.606 0.735 -2.786
C -1.907 1.533 -0.031
C -0.752 0.490 -0.214
C -0.674 -0.430 1.004
O -0.894 -0.350 -1.406
H -1.638 2.226 0.744
H -2.799 1.001 0.326
H -2.041 1.993 -0.998
H 0.186 1.023 -0.441
H -1.561 -1.080 0.989
H -0.710 0.123 1.929
H 0.202 -1.082 0.939
H -1.726 -0.846 -1.412
C 0.226 2.625 3.260
C 0.626 3.700 4.207
C 1.903 3.356 4.842
O 0.784 4.913 3.438
H -0.729 2.814 2.830
H 0.279 1.624 3.692
H 1.046 2.622 2.453
H -0.229 3.845 4.894
H 2.726 3.137 4.070
H 1.827 2.433 5.381
H 2.255 4.196 5.464
H 1.289 5.585 3.902
C -4.390 1.522 -2.862
O -4.825 0.752 -1.707
H -3.324 1.515 -2.988
H -4.799 0.986 -3.738
H -4.763 2.551 -2.918
H -4.823 1.275 -0.940
```

For the highest occupied orbital energy, the calculation gives -9.5 eV. The value obtained for the orbital gap is 10.08 eV. Its spin multiplicity is 1. Its SMILES is CC(C)O.CC(C)O.CC(C)O.CC(C)O.CC(C)O.CC(C)O.CC(C)O.CC(C)O.CC(C)O.CO. The charge is 0.


Which structure is the least stable? The one labeled arrangement w.


Arrangement w

Here is the ion ClHNO2S with charge -1 from the Open Molecules 2025 dataset. Energies are from the ωB97M-V functional and the def2-TZVPD basis.

```
6
ClHNO2S | the Open Molecules 2025 dataset | the ωB97M-V functional and the def2-TZVPD basis
N -0.629 -0.546 -0.155
O -2.221 1.005 1.538
O -0.021 0.331 2.631
S -1.272 -0.063 1.884
Cl -0.020 -2.183 0.003
H 0.248 -0.092 0.075
```

For the highest occupied orbital energy, the calculation gives -3.8 eV. The value obtained for the orbital gap is 7.71 eV. Its spin multiplicity is 1. The charge is -1.


Arrangement x

Here is the ion ClHNO2S with charge -1 from the Open Molecules 2025 dataset. Energies are from the ωB97M-V functional and the def2-TZVPD basis.

```
6
ClHNO2S | the Open Molecules 2025 dataset | the ωB97M-V functional and the def2-TZVPD basis
N -1.107 -0.001 -0.680
S 0.223 -0.297 0.049
O 1.105 -1.128 -0.750
O 0.191 -0.495 1.500
Cl 1.507 1.584 0.046
H -1.919 0.337 -0.165
```

For the highest occupied orbital energy, the calculation gives -5.3 eV. The value obtained for the orbital gap is 9.29 eV. Its spin multiplicity is 1. Its SMILES is N=[S@](=O)([O-])Cl. The charge is -1.


Which structure is the least stable? The one labeled arrangement w.


Arrangement w

Here is a cluster of 9 separate species, H20NO8 in total from the Open Molecules 2025 dataset. Energies are from the ωB97M-V functional and the def2-TZVPD basis.

```
29
H20NO8 | the Open Molecules 2025 dataset | the ωB97M-V functional and the def2-TZVPD basis
N -3.619 0.406 -10.359
H -2.644 0.355 -10.637
H -3.704 1.025 -9.614
H -3.823 -0.481 -9.989
H -4.291 0.519 -11.049
O -6.753 -0.074 -10.567
H -7.084 0.653 -9.988
H -6.787 0.260 -11.486
O -5.289 -2.356 -10.743
H -5.914 -2.818 -10.161
H -5.754 -1.611 -11.123
O -1.765 0.734 -8.083
H -0.839 0.514 -8.196
H -1.849 1.606 -8.416
O -5.524 2.817 -10.187
H -5.006 3.491 -9.712
H -5.136 2.694 -11.092
O -4.146 2.959 -12.402
H -4.757 3.601 -12.766
H -3.785 2.285 -12.990
O -1.783 -1.678 -11.693
H -0.829 -1.768 -11.961
H -1.816 -2.104 -10.823
O -1.908 3.044 -10.131
H -1.366 2.566 -10.772
H -2.211 3.769 -10.678
O -0.654 1.436 -11.891
H 0.132 1.083 -11.544
H -0.531 1.342 -12.804
```

For the highest occupied orbital energy, the calculation gives -14.4 eV. The value obtained for the orbital gap is 11.06 eV. Its spin multiplicity is 1. The charge is +1.


Arrangement x

Here is a cluster of 9 separate species, H20NO8 in total from the Open Molecules 2025 dataset. Energies are from the ωB97M-V functional and the def2-TZVPD basis.

```
29
H20NO8 | the Open Molecules 2025 dataset | the ωB97M-V functional and the def2-TZVPD basis
N -0.318 -0.439 0.742
H -0.483 0.527 0.540
H -1.009 -0.818 1.368
H 0.610 -0.559 1.000
H -0.383 -0.763 -0.204
O 3.852 -2.468 1.829
H 3.091 -1.929 1.635
H 3.382 -3.211 2.219
O 2.090 -0.585 -0.881
H 2.847 -0.031 -0.929
H 2.454 -1.442 -0.950
O -0.815 0.743 -2.057
H -0.073 1.314 -2.143
H -0.671 -0.019 -2.589
O -0.147 -3.036 -1.059
H -0.902 -3.497 -1.371
H 0.000 -3.390 -0.185
O -2.749 -1.896 -0.153
H -2.703 -2.842 0.012
H -2.736 -1.773 -1.132
O -0.738 4.084 0.455
H -0.489 4.942 0.664
H 0.029 3.460 0.668
O 1.304 2.523 0.724
H 1.298 2.462 -0.226
H 2.012 3.166 0.851
O -2.749 1.625 0.674
H -3.135 1.258 -0.130
H -2.869 2.593 0.629
```

For the highest occupied orbital energy, the calculation gives -13.7 eV. The value obtained for the orbital gap is 10.26 eV. Its spin multiplicity is 1. The charge is +1.


Which structure is the least stable? The one labeled arrangement x.


Arrangement w

Here is a cluster of 2 separate species, C4H10O2S in total from the Open Molecules 2025 dataset. Energies are from the ωB97M-V functional and the def2-TZVPD basis.

```
17
C4H10O2S | the Open Molecules 2025 dataset | the ωB97M-V functional and the def2-TZVPD basis
O 0.774 -1.053 -1.460
C 0.109 -0.046 -1.506
C 0.587 1.273 -0.939
C 0.160 1.424 0.547
C 0.293 0.169 1.409
S 1.124 0.592 3.002
H -0.887 -0.083 -1.987
H 1.653 1.323 -1.143
H 0.001 2.030 -1.466
H -0.855 1.799 0.580
H 0.826 2.171 0.980
H -0.586 -0.387 1.700
H 0.970 -0.533 0.935
H 1.315 -0.671 3.398
O -2.157 -2.494 -1.180
H -2.059 -3.373 -1.556
H -1.268 -2.140 -1.312
```

For the highest occupied orbital energy, the calculation gives -9.1 eV. The value obtained for the orbital gap is 9.74 eV. Its spin multiplicity is 1. Its SMILES is O=CCCCS.O. The charge is 0.


Arrangement x

Here is a cluster of 2 separate species, C4H10O2S in total from the Open Molecules 2025 dataset. Energies are from the ωB97M-V functional and the def2-TZVPD basis.

```
17
C4H10O2S | the Open Molecules 2025 dataset | the ωB97M-V functional and the def2-TZVPD basis
C -0.640 -4.112 -1.463
C 0.006 -3.025 -1.668
O -0.096 -1.803 -0.963
H -0.783 -5.047 -2.071
H -1.148 -4.137 -0.479
H 0.600 -2.896 -2.537
H -0.575 -1.992 -0.085
C 0.335 2.929 1.978
C 0.604 2.927 0.411
S 0.882 1.182 -0.167
O -0.533 0.513 0.416
H 0.104 3.873 2.281
H -0.395 2.261 2.099
H 1.216 2.539 2.350
H 1.558 3.569 0.138
H -0.295 3.373 -0.035
H -0.842 -0.155 -0.206
```

For the highest occupied orbital energy, the calculation gives -8.2 eV. The value obtained for the orbital gap is 8.84 eV. Its spin multiplicity is 1. Its SMILES is C=CO.CCSO. The charge is 0.


Which structure is the least stable? The one labeled arrangement x.


Arrangement w

Here is a cluster of 2 separate species, C2H3P in total from the Open Molecules 2025 dataset. Energies are from the ωB97M-V functional and the def2-TZVPD basis.

```
6
C2H3P | the Open Molecules 2025 dataset | the ωB97M-V functional and the def2-TZVPD basis
C 0.765 -0.708 -0.035
C 0.493 0.701 -0.132
P 2.272 -0.049 0.027
H -0.252 -2.421 0.186
H 0.380 1.386 -0.905
H 0.363 1.143 0.853
```

For the highest occupied orbital energy (alpha / beta), the calculation gives -9.2 / -9.0 eV. The value obtained for the orbital gap (alpha / beta) is 8.30 / 8.43 eV. Its spin multiplicity is 1. The charge is 0.


Arrangement x

Here is a cluster of 2 separate species, C2H3P in total from the Open Molecules 2025 dataset. Energies are from the ωB97M-V functional and the def2-TZVPD basis.

```
6
C2H3P | the Open Molecules 2025 dataset | the ωB97M-V functional and the def2-TZVPD basis
C 0.270 0.933 -0.563
C 0.293 0.616 0.813
P 1.679 1.724 -0.253
H -0.509 -1.082 -2.623
H -0.323 1.159 1.520
H 0.622 -0.361 1.150
```

For the highest occupied orbital energy (alpha / beta), the calculation gives -8.3 / -9.3 eV. The value obtained for the orbital gap (alpha / beta) is 8.31 / 8.26 eV. Its spin multiplicity is 1. The charge is 0.


Which structure is the least stable? The one labeled arrangement x.


Arrangement w

Here is the ion C3H7N4S with charge +1 from the Open Molecules 2025 dataset. Energies are from the ωB97M-V functional and the def2-TZVPD basis.

```
15
C3H7N4S | the Open Molecules 2025 dataset | the ωB97M-V functional and the def2-TZVPD basis
C 1.780 0.529 -0.309
N 0.487 -0.114 -0.281
C 0.531 -1.382 -0.155
N 1.282 -2.109 0.631
N -0.457 0.755 -0.301
C -1.789 0.466 -0.145
N -2.618 1.569 -0.014
S -2.394 -1.107 -0.427
H 2.045 1.229 0.512
H 2.546 -0.151 -0.440
H 1.975 1.180 -1.230
H 1.438 -3.090 0.523
H 1.145 -1.883 1.596
H -2.260 2.461 -0.004
H -3.712 1.647 0.044
```

For the highest occupied orbital energy (alpha / beta), the calculation gives -13.2 / -13.2 eV. The value obtained for the orbital gap (alpha / beta) is 7.03 / 7.03 eV. Its spin multiplicity is 1. Its SMILES is C[N+](=C=[NH2+])/N=C(/N)[S-]. The charge is +1.


Arrangement x

Here is a cluster of 2 separate species, C3H7N4S in total from the Open Molecules 2025 dataset. Energies are from the ωB97M-V functional and the def2-TZVPD basis.

```
15
C3H7N4S | the Open Molecules 2025 dataset | the ωB97M-V functional and the def2-TZVPD basis
C 1.038 1.426 0.246
C 3.239 0.376 -0.008
C 0.021 -1.800 -0.340
N 2.328 1.223 0.085
N 0.140 0.452 0.271
N 0.735 -0.875 0.151
N -2.535 0.395 -0.009
S 4.534 -0.389 -0.002
H 0.707 2.526 0.134
H -1.003 -1.749 -0.537
H 0.447 -2.796 -0.290
H -0.952 0.493 0.272
H -2.702 -0.275 -0.805
H -3.236 1.184 -0.104
H -2.761 -0.191 0.937
```

For the highest occupied orbital energy, the calculation gives -13.8 eV. The value obtained for the orbital gap is 9.00 eV. Its spin multiplicity is 1. The charge is +1.


Which structure is the least stable? The one labeled arrangement w.